1.
A gas-phase ion, C5H9N2S (charge +1) in a non-equilibrium geometry. Source: OMol25; level of theory: ωB97M-V with the def2-TZVPD basis set.

```
! RIJCOSX wB97M-V def2-TZVPD def2/J DEFGRID3
* xyz 1 1
C 1.01225 -0.71073 1.81590
C 1.56106 -1.95580 1.87028
C 0.51047 0.25170 0.95507
C -0.72169 0.77947 -1.15107
C -2.17843 0.64509 -0.99310
N 0.06036 0.26773 -0.28094
N -0.19190 1.55202 -2.10561
S 2.36165 -3.01032 0.78737
H 1.01256 -0.28832 2.90380
H 1.84714 -2.30326 2.92499
H 0.51316 1.34444 1.35237
H -2.52400 1.76549 -1.02219
H -2.50684 0.09724 -0.09155
H -2.75090 0.09213 -1.81128
H 2.09131 -2.31308 -0.42906
H 0.68927 1.99909 -1.90595
H -0.78547 1.78709 -2.81904
*
```

Output
energy above the lowest of the compared OMol25 structures with the same formula, charge and spin	45.56	kcal/mol
orbital gap	8.192	eV


2.
A molecular structure, C14H8MoN4O4S. Source: OMol25; level of theory: ωB97M-V with the def2-TZVPD basis set.

```
! RIJCOSX wB97M-V def2-TZVPD def2/J DEFGRID3
* xyz 2 3
Mo -0.01604 -0.10166 -0.26185
O 1.75720 -3.56806 1.33122
C 1.46526 -2.41282 0.84724
O 0.30854 -1.95243 0.78280
C 2.59733 -1.55647 0.40445
C 3.95093 -1.77826 0.52684
C 4.80858 -0.73095 0.15879
C 4.29455 0.48876 -0.25944
C 2.91339 0.61858 -0.34138
N 2.11957 -0.39352 -0.05201
C 2.13068 1.86840 -0.65424
O 2.55614 2.91781 -0.96628
O 0.77274 1.61416 -0.45382
H 0.96897 -4.06097 1.63276
H 4.33323 -2.71614 0.90559
H 5.87859 -0.86972 0.23746
H 4.92935 1.33026 -0.50387
N -5.66112 -0.30139 2.79907
C -4.97292 0.23064 2.05110
C -4.09686 0.85831 1.10205
C -4.45624 2.00190 0.39403
C -3.55428 2.54229 -0.50944
C -2.32802 1.93571 -0.68266
N -1.98196 0.82903 0.00322
C -2.84939 0.29858 0.87810
H -5.42635 2.45430 0.55256
H -3.79519 3.43004 -1.07596
H -1.59138 2.33526 -1.36648
H -2.55074 -0.59799 1.40844
S -1.14048 -2.09504 -4.25585
C -0.81292 -1.52605 -2.87345
N -0.55113 -1.09255 -1.75897
*
```

Output
energy above the lowest of the compared OMol25 structures with the same formula, charge and spin	1.88	kcal/mol
orbital gap (spin up / spin down)	6.389 / 7.527	eV


3.
A molecular structure, C20H38NO3P2SiW in a non-equilibrium geometry. Source: OMol25; level of theory: ωB97M-V with the def2-TZVPD basis set.

```
! RIJCOSX wB97M-V def2-TZVPD def2/J DEFGRID3
* xyz 1 3
C -1.07895 3.07039 -3.43694
C -1.12160 2.02093 -2.49125
N 0.03931 1.63272 -1.83210
C 1.21055 2.23128 -2.16049
C 1.28630 3.24824 -3.10588
C 0.12319 3.67958 -3.74446
C -2.28582 1.26476 -2.24425
P -2.34117 0.13784 -0.88321
W -0.03578 -0.04298 -0.43731
P 2.32964 0.14635 -0.66710
C 2.41562 1.84685 -1.36380
C -0.27559 -1.77517 0.83863
C -0.94987 -1.60500 2.13195
C -0.69961 -2.62450 3.14289
C -0.17635 -3.85848 2.77376
C 0.25674 -4.08754 1.46392
C 0.24071 -3.05306 0.51366
O -1.58242 -0.49037 -4.43084
O 1.02782 -0.90084 -4.11380
H -2.02247 3.36557 -3.90856
H 2.26426 3.69948 -3.30697
H 0.16961 4.49181 -4.47348
C -3.27125 0.80982 0.52527
C -3.27623 -1.32894 -1.42500
H 3.32620 1.90752 -1.97865
H 2.54405 2.53953 -0.51215
H -2.03600 0.10371 -3.77338
H -3.22125 1.64620 -2.66078
C 3.25961 0.21074 0.88412
C 3.26732 -0.92332 -1.78057
H -1.99189 -1.21195 2.07594
H -0.96045 -2.41983 4.19836
H -0.08475 -4.63439 3.52763
H 0.65236 -5.06149 1.21718
H 0.62936 -3.21731 -0.49820
H -0.36594 -1.26217 -1.56562
H 1.15033 -1.82731 -4.37473
H 0.06449 -0.70197 -4.29636
H -1.91266 -0.20445 -5.29609
H 0.42859 -0.56591 -1.97417
H -4.30278 1.00316 0.19447
H -3.28333 0.08325 1.35038
H -2.81226 1.74460 0.87689
H -4.33120 -1.03916 -1.55556
H -2.86494 -1.70621 -2.37405
H -3.18942 -2.09855 -0.64400
H 4.31459 -0.58087 -1.82882
H 3.22665 -1.93923 -1.35834
H 2.79168 -0.91713 -2.77497
H 4.31920 0.45093 0.70461
H 2.80941 0.95866 1.55214
H 3.18809 -0.77846 1.35723
C -1.45072 0.23937 4.28259
Si 0.07814 0.09596 3.25343
C 0.50155 2.10395 3.55281
C 1.58806 -0.65587 4.02532
O 0.30661 0.88488 1.85318
H -1.13038 0.44510 5.30882
H -2.04278 -0.67480 4.30690
H -2.08986 1.06814 3.96873
H 0.54577 2.40118 4.61188
H 1.43308 2.41616 3.05635
H -0.28804 2.67990 3.04656
H 1.54904 -0.43188 5.10146
H 1.59329 -1.74848 3.92297
H 2.54454 -0.26093 3.65183
*
```

Output
orbital gap (spin up / spin down)	5.235 / 4.977	eV


4.
A molecular structure, C25H20ClCrN5O11P2S. Source: OMol25; level of theory: ωB97M-V with the def2-TZVPD basis set.

```
! RIJCOSX wB97M-V def2-TZVPD def2/J DEFGRID3
* xyz -1 2
Cr -0.14793 -0.86345 0.03842
O 3.43911 -0.69307 2.70124
P 1.85683 -0.86452 2.46645
O 1.27342 -1.78690 3.45704
O 1.68866 -1.12124 0.97365
O 1.36557 0.67591 2.69230
P -0.14307 1.16607 2.34636
O 0.00401 2.74429 2.50725
O -1.18091 0.65359 3.24420
O -0.27521 0.88618 0.82785
H 3.64035 -0.99575 3.59336
H 0.72120 3.08290 1.95383
O 2.13756 -3.01469 -4.78771
C 2.71249 -1.84086 -4.56801
O 3.56841 -1.40091 -5.29430
C 2.22088 -1.05965 -3.39625
C 2.64786 0.20253 -3.03135
Cl 3.79258 1.23528 -3.73703
N 1.94865 0.60425 -1.94713
N 1.08573 -0.35805 -1.57803
C 1.24585 -1.35778 -2.42212
C 0.52007 -2.62203 -2.05879
O 0.53136 -3.57532 -2.83343
O -0.02369 -2.60514 -0.90148
C 2.20475 1.77386 -1.15018
C 3.25093 1.74009 -0.24543
C 3.50973 2.86818 0.51505
C 2.72849 4.00809 0.35750
C 1.66865 4.01306 -0.54241
C 1.39542 2.88242 -1.29842
H 1.44522 -3.24080 -4.10058
H 3.82721 0.83276 -0.12097
H 4.31013 2.84975 1.24198
H 2.93685 4.89083 0.94975
H 1.04997 4.89352 -0.65874
H 0.56486 2.85655 -1.98864
C -1.85088 -0.43190 -1.15911
C -1.89284 0.94623 -1.68649
C -2.35620 2.02639 -0.92200
C -2.37057 3.31288 -1.41981
C -1.92486 3.56881 -2.71884
C -1.47061 2.51161 -3.50552
C -1.44977 1.22923 -2.98772
C -1.93091 4.91107 -3.23752
N -1.92914 5.98340 -3.65500
H -1.80847 -1.14177 -1.98554
H -2.73398 -0.64996 -0.55613
H -2.69144 1.84754 0.09175
H -2.72260 4.13211 -0.80600
H -1.13038 2.70221 -4.51543
H -1.09800 0.41386 -3.61041
N -2.49260 -4.82783 5.22148
C -3.30945 -4.10323 4.43964
S -4.94181 -4.07519 4.65151
C -2.59888 -3.33366 3.37148
C -3.11075 -2.13620 2.89995
C -2.39025 -1.42533 1.96334
N -1.22984 -1.85609 1.45809
C -0.74897 -3.02487 1.89043
C -1.39898 -3.78537 2.84101
H -2.90468 -5.31618 5.99867
H -1.50058 -4.65788 5.22578
H -4.03760 -1.74281 3.29026
H -2.72988 -0.45996 1.62214
H 0.18869 -3.34886 1.46525
H -0.95578 -4.72820 3.12951
*
```

Output
energy above the lowest of the compared OMol25 structures with the same formula, charge and spin	0.00	kcal/mol
orbital gap (spin up / spin down)	7.573 / 7.397	eV


5.
2 unconnected molecules or ions with the total composition C28H25FN3O2 in a non-equilibrium geometry. Source: OMol25; level of theory: ωB97M-V with the def2-TZVPD basis set.

```
! RIJCOSX wB97M-V def2-TZVPD def2/J DEFGRID3
* xyz 1 1
F 5.43013 -0.52243 -2.58265
C 4.13216 -0.95473 -2.62017
C 3.82046 -2.21026 -2.10487
C 2.49108 -2.57038 -2.03863
C 1.42990 -1.68590 -2.41926
C 0.09164 -2.11004 -2.14225
C -1.16700 -1.66342 -2.64320
C -2.28223 -2.54462 -2.49420
C -3.57069 -2.17316 -2.83308
C -3.80618 -0.91516 -3.40604
C -2.72606 -0.07542 -3.67655
C -1.42643 -0.44767 -3.34064
C 1.82850 -0.48228 -3.06945
C 3.16127 -0.09454 -3.11808
H 4.61683 -2.86144 -1.74360
H 2.23317 -3.57636 -1.69417
H 0.05233 -3.11505 -1.70886
H -2.09984 -3.55179 -2.11919
H -4.40988 -2.84282 -2.64697
H -4.81662 -0.59581 -3.64057
H -2.88937 0.89082 -4.15457
H -0.61425 0.18697 -3.65397
H 1.09419 0.14183 -3.55947
H 3.44161 0.87361 -3.52758
C -0.72005 2.24425 -0.39937
N -1.11313 1.31780 0.62207
C -0.29646 0.20108 1.02145
H -0.19765 -0.50562 0.14211
C 1.09653 0.58595 1.50852
C 1.27553 1.49027 2.58702
C 2.55717 1.84082 3.02693
C 3.68855 1.29337 2.39870
N 4.98646 1.65780 2.86195
O 5.99063 1.15549 2.29903
O 5.05825 2.47016 3.82002
C 3.51960 0.39152 1.32625
C 2.23778 0.04815 0.90806
N -1.13610 -0.37835 2.04488
C -0.76787 -1.52899 2.81808
C -2.29438 0.32455 2.23405
C -2.28251 1.39598 1.32581
C -3.22401 2.42393 1.39904
C -4.23051 2.30161 2.35819
C -4.24489 1.22453 3.27007
C -3.25196 0.24344 3.24794
H -1.48618 3.02508 -0.44865
H 0.24755 2.69029 -0.14835
H -0.65010 1.71208 -1.35685
H 0.43490 1.93683 3.10602
H 2.71216 2.53237 3.85184
H 4.41360 -0.01791 0.85204
H 2.10669 -0.66743 0.08539
H -1.55516 -1.69395 3.56078
H -0.68779 -2.39207 2.14772
H 0.18565 -1.36669 3.33034
H -3.13106 3.27819 0.72432
H -5.02142 3.05616 2.41846
H -5.04887 1.17217 4.01179
H -3.18569 -0.56277 3.98239
*
```

Output
energy above the lowest of the compared OMol25 structures with the same formula, charge and spin	22.67	kcal/mol
orbital gap	3.000	eV


6.
2 unconnected molecules or ions with the total composition C6H12O in a non-equilibrium geometry. Source: OMol25; level of theory: ωB97M-V with the def2-TZVPD basis set.

```
! RIJCOSX wB97M-V def2-TZVPD def2/J DEFGRID3
* xyz 0 1
C 1.26092 1.95634 1.21204
C -0.06711 1.34686 0.75857
C -0.04111 -0.16577 0.46473
C -0.99535 -0.68038 -0.60159
C -0.97872 -2.20406 -0.76547
C 0.98641 0.20612 -1.65838
O 1.62778 -0.60362 -2.13773
H 1.13996 3.01587 1.46999
H 1.65303 1.44514 2.09853
H 2.01829 1.89190 0.42252
H -0.80665 1.47877 1.55432
H -0.44039 1.91123 -0.10751
H 0.92252 -0.66970 0.64061
H -1.98979 -0.27081 -0.35506
H -0.72749 -0.68480 1.14612
H -1.82960 -2.50165 -1.38091
H -1.00516 -2.82619 0.14675
H -0.05871 -2.46464 -1.29936
H -0.66883 -0.18062 -1.60817
*
```

Output
energy above the lowest of the compared OMol25 structures with the same formula, charge and spin	49.78	kcal/mol
orbital gap	11.513	eV


Copy entry 2 word for word.
A molecular structure, C14H8MoN4O4S. Source: OMol25; level of theory: ωB97M-V with the def2-TZVPD basis set.

```
! RIJCOSX wB97M-V def2-TZVPD def2/J DEFGRID3
* xyz 2 3
Mo -0.01604 -0.10166 -0.26185
O 1.75720 -3.56806 1.33122
C 1.46526 -2.41282 0.84724
O 0.30854 -1.95243 0.78280
C 2.59733 -1.55647 0.40445
C 3.95093 -1.77826 0.52684
C 4.80858 -0.73095 0.15879
C 4.29455 0.48876 -0.25944
C 2.91339 0.61858 -0.34138
N 2.11957 -0.39352 -0.05201
C 2.13068 1.86840 -0.65424
O 2.55614 2.91781 -0.96628
O 0.77274 1.61416 -0.45382
H 0.96897 -4.06097 1.63276
H 4.33323 -2.71614 0.90559
H 5.87859 -0.86972 0.23746
H 4.92935 1.33026 -0.50387
N -5.66112 -0.30139 2.79907
C -4.97292 0.23064 2.05110
C -4.09686 0.85831 1.10205
C -4.45624 2.00190 0.39403
C -3.55428 2.54229 -0.50944
C -2.32802 1.93571 -0.68266
N -1.98196 0.82903 0.00322
C -2.84939 0.29858 0.87810
H -5.42635 2.45430 0.55256
H -3.79519 3.43004 -1.07596
H -1.59138 2.33526 -1.36648
H -2.55074 -0.59799 1.40844
S -1.14048 -2.09504 -4.25585
C -0.81292 -1.52605 -2.87345
N -0.55113 -1.09255 -1.75897
*
```

Output
energy above the lowest of the compared OMol25 structures with the same formula, charge and spin	1.88	kcal/mol
orbital gap (spin up / spin down)	6.389 / 7.527	eV


Repeat the second record exactly.
A molecular structure, C14H8MoN4O4S. Source: OMol25; level of theory: ωB97M-V with the def2-TZVPD basis set.

```
! RIJCOSX wB97M-V def2-TZVPD def2/J DEFGRID3
* xyz 2 3
Mo -0.01604 -0.10166 -0.26185
O 1.75720 -3.56806 1.33122
C 1.46526 -2.41282 0.84724
O 0.30854 -1.95243 0.78280
C 2.59733 -1.55647 0.40445
C 3.95093 -1.77826 0.52684
C 4.80858 -0.73095 0.15879
C 4.29455 0.48876 -0.25944
C 2.91339 0.61858 -0.34138
N 2.11957 -0.39352 -0.05201
C 2.13068 1.86840 -0.65424
O 2.55614 2.91781 -0.96628
O 0.77274 1.61416 -0.45382
H 0.96897 -4.06097 1.63276
H 4.33323 -2.71614 0.90559
H 5.87859 -0.86972 0.23746
H 4.92935 1.33026 -0.50387
N -5.66112 -0.30139 2.79907
C -4.97292 0.23064 2.05110
C -4.09686 0.85831 1.10205
C -4.45624 2.00190 0.39403
C -3.55428 2.54229 -0.50944
C -2.32802 1.93571 -0.68266
N -1.98196 0.82903 0.00322
C -2.84939 0.29858 0.87810
H -5.42635 2.45430 0.55256
H -3.79519 3.43004 -1.07596
H -1.59138 2.33526 -1.36648
H -2.55074 -0.59799 1.40844
S -1.14048 -2.09504 -4.25585
C -0.81292 -1.52605 -2.87345
N -0.55113 -1.09255 -1.75897
*
```

Output
energy above the lowest of the compared OMol25 structures with the same formula, charge and spin	1.88	kcal/mol
orbital gap (spin up / spin down)	6.389 / 7.527	eV